No. 1
Density functional theory data (ωB97M-V/def2-TZVPD) for a molecular structure, C10H40HfN21O13.

Last column: Mulliken charge in e.
Positions of all 85 atoms, in Å:
Hf: 2.982 0.819 -2.929  1.996
N: 0.639 -0.376 -0.351  -0.057
O: 1.591 -0.035 -1.064  0.997
O: 0.779 -1.121 0.624  -0.379
O: -0.514 0.068 -0.565  0.424
C: 4.783 -0.470 0.093  0.642
O: 4.158 -0.044 -0.891  -0.770
N: 4.483 -1.598 0.754  -0.337
N: 5.736 0.178 0.790  -0.459
H: 3.883 -2.191 0.197  0.199
H: 4.838 -1.753 1.680  0.208
H: 5.634 1.167 0.604  0.189
H: 6.367 -0.179 1.485  0.216
C: -2.990 -2.493 -2.496  0.686
O: -2.137 -3.397 -2.538  -0.826
N: -4.259 -2.817 -2.314  -0.413
N: -2.789 -1.136 -2.423  -0.195
H: -4.478 -3.744 -2.652  0.271
H: -4.906 -2.084 -2.077  0.174
H: -1.964 -0.800 -1.947  -0.171
H: -3.486 -0.466 -2.693  0.209
C: -3.995 -0.446 2.155  0.432
O: -5.149 -0.693 2.461  -0.634
N: -3.250 -1.155 1.294  -0.151
N: -3.360 0.706 2.493  -0.332
H: -3.516 -2.010 0.832  0.112
H: -2.308 -0.928 1.020  0.135
H: -2.528 0.896 1.970  0.221
H: -3.911 1.410 2.956  0.245
C: -1.626 -4.254 1.089  0.600
O: -2.219 -5.288 0.880  -0.609
N: -1.287 -3.368 0.121  0.142
N: -1.082 -3.931 2.289  -0.177
H: -0.679 -2.587 0.310  -0.290
H: -1.496 -3.609 -0.844  0.219
H: -1.470 -4.308 3.139  0.233
H: -0.649 -3.025 2.355  0.039
C: 2.287 3.478 -0.621  0.440
O: 2.433 2.415 -1.263  -0.291
N: 1.073 4.037 -0.365  -0.097
N: 3.206 4.333 -0.155  -0.412
H: 0.283 3.398 -0.351  -0.197
H: 0.821 4.986 -0.143  0.280
H: 2.884 5.197 0.237  0.187
H: 4.143 4.133 -0.480  0.257
C: 1.676 -3.166 4.075  0.623
O: 1.862 -4.260 3.564  -0.579
N: 1.832 -1.973 3.443  -0.211
N: 1.341 -2.943 5.365  -0.405
H: 1.488 -1.153 3.907  0.181
H: 1.942 -1.960 2.444  0.006
H: 1.346 -2.031 5.783  0.151
H: 1.083 -3.720 5.952  0.236
C: -0.351 2.104 -3.501  0.476
O: 0.794 1.597 -3.264  -0.603
N: -1.313 1.641 -4.316  -0.174
N: -0.717 3.210 -2.919  -0.233
H: -2.160 2.181 -4.359  0.236
H: -1.240 0.827 -4.898  0.061
H: -0.114 3.796 -2.361  0.104
H: -1.546 3.738 -3.152  0.300
C: -2.267 3.766 -0.141  0.231
O: -2.520 4.713 -0.863  -0.662
N: -1.900 3.890 1.163  -0.217
N: -2.099 2.523 -0.623  0.107
H: -2.021 4.770 1.639  0.242
H: -1.115 3.319 1.460  0.072
H: -2.373 2.287 -1.559  0.071
H: -1.705 1.768 -0.089  -0.114
C: 0.808 1.811 2.246  0.378
O: -0.177 1.808 1.528  -0.289
N: 1.744 0.840 2.432  0.000
N: 0.942 2.777 3.182  -0.361
H: 1.860 0.141 1.704  -0.266
H: 2.563 1.208 2.886  0.200
H: 1.883 2.962 3.486  0.178
H: 0.167 3.389 3.371  0.228
C: 0.727 -1.740 -3.686  0.613
O: 1.674 -0.909 -3.550  -0.889
N: 0.727 -2.856 -2.972  -0.176
N: -0.191 -1.663 -4.629  -0.270
H: -0.102 -3.438 -3.022  0.178
H: 1.407 -2.931 -2.233  0.187
H: -0.756 -2.420 -4.983  0.236
H: -0.152 -0.820 -5.177  0.202

Its HOMO energy is -14.9 eV. The value obtained for the frontier orbital gap is 1.59 eV. The total energy is -70211.4507 eV. The net charge is +3. The calculation puts the maximum force at 0.2132 Eh/bohr.


No. 2
Density functional theory data (ωB97M-V/def2-TZVPD) for a single C14H20N2O3 molecule.

Last column: Mulliken charge in e.
Positions of all 39 atoms, in Å:
O: -4.703 -1.405 0.094  -0.737
C: -3.536 -1.209 0.401  0.558
C: -3.104 -0.569 1.702  -0.780
C: -2.985 0.956 1.557  -0.827
C: -1.710 1.320 0.807  0.040
C: -1.583 2.796 0.451  -0.964
C: -0.230 3.104 -0.197  -0.571
C: 0.081 2.214 -1.415  -1.100
C: 0.719 0.887 -1.028  0.623
O: 0.137 -0.177 -1.080  -0.676
N: 2.005 1.035 -0.615  -0.040
C: 2.909 0.070 -0.152  0.631
C: 4.159 0.512 0.277  -0.457
C: 5.095 -0.388 0.746  -0.609
C: 4.797 -1.740 0.794  -0.478
C: 3.557 -2.181 0.366  -0.654
C: 2.612 -1.288 -0.106  -0.358
N: -2.552 -1.617 -0.422  0.003
O: -2.958 -2.145 -1.654  -0.446
H: -2.151 -0.986 2.030  0.384
H: -3.872 -0.805 2.440  0.360
H: -3.859 1.334 1.023  0.384
H: -2.978 1.412 2.550  0.411
H: -0.847 1.018 1.407  0.328
H: -1.693 0.750 -0.119  -0.020
H: -2.386 3.071 -0.238  0.354
H: -1.692 3.411 1.347  0.358
H: 0.557 2.988 0.552  0.404
H: -0.229 4.148 -0.516  0.320
H: -0.837 2.010 -1.967  0.373
H: 0.768 2.739 -2.083  0.433
H: 2.375 1.976 -0.621  0.207
H: 4.395 1.568 0.240  0.311
H: 6.060 -0.033 1.075  0.370
H: 5.529 -2.444 1.161  0.380
H: 3.318 -3.233 0.397  0.376
H: 1.651 -1.637 -0.444  0.493
H: -1.583 -1.327 -0.442  0.262
H: -3.937 -2.148 -1.569  0.355

As for the energy relative to the best compared isomer or geometry (same formula, charge and spin): 48.1 kcal per mole. As for the SMILES: O=C(CCCCCCC(=O)Nc1ccccc1)NO. Its HOMO energy is -8.8 eV. The value obtained for the frontier orbital gap is 9.38 eV. The total energy is -23965.0700 eV. The calculation puts the maximum force at 0.0136 Eh/bohr.